Entry 1:
101
Properties=species:S:1:pos:R:3:mulliken_spin:R:1 method="wB97M-V/def2-TZVPD" max_force_ev_per_a=2.48 orbital_gap_ev="6.42 / 5.66" spin_multiplicity=4 s_squared=3.785 lumo_ev="-1.5 / -2.4" energy_ha=-5105.5904
Re -0.197 0.082 -0.005 2.055
O -3.079 1.270 6.204 0.003
C -3.637 1.714 5.193 0.003
O -4.615 2.439 4.981 0.001
C -2.938 1.228 3.855 0.015
C -3.403 1.637 2.622 -0.019
C -2.747 1.269 1.456 0.069
N -1.632 0.490 1.503 0.048
C -1.259 -0.017 2.718 0.029
C -1.865 0.359 3.896 0.002
C -0.223 -1.047 2.672 0.035
C 0.139 -1.837 3.753 -0.011
C 1.071 -2.841 3.584 0.019
C 1.615 -3.045 2.321 -0.017
C 1.213 -2.232 1.290 -0.002
N 0.318 -1.246 1.455 0.001
C -3.295 1.685 0.149 -0.012
C -4.373 2.559 0.005 0.005
C -4.828 2.840 -1.272 -0.004
C -4.208 2.251 -2.364 0.010
C -3.147 1.393 -2.121 0.006
N -2.712 1.133 -0.901 0.120
H -4.288 2.256 2.604 0.001
H -1.535 -0.009 4.858 0.001
H -0.318 -1.670 4.716 0.001
H 1.373 -3.456 4.420 -0.001
H 2.338 -3.827 2.141 0.001
H 1.604 -2.365 0.289 0.009
H -4.856 3.010 0.859 0.000
H -5.657 3.520 -1.416 0.000
H -4.526 2.458 -3.376 0.000
H -2.615 0.895 -2.925 -0.002
C 2.889 0.132 4.431 0.001
C 2.971 0.778 3.040 0.005
C 4.442 1.099 2.742 0.004
C 2.090 2.016 2.967 0.004
C 2.121 2.904 4.036 -0.003
C 1.380 4.069 4.023 0.004
C 0.576 4.354 2.938 -0.005
C 0.500 3.495 1.848 0.001
C -0.331 3.909 0.649 -0.026
C 0.415 4.961 -0.182 -0.002
C -1.703 4.452 1.059 0.003
C 1.273 2.315 1.853 0.003
N 1.310 1.465 0.699 0.122
C 2.394 1.604 -0.129 0.008
C 3.325 2.663 -0.088 0.025
C 4.350 2.757 -1.010 -0.015
C 4.513 1.801 -2.005 0.032
C 3.629 0.733 -2.066 -0.015
C 2.627 0.668 -1.139 0.025
F 1.729 -0.407 -1.175 0.028
H 3.309 -0.875 4.414 -0.001
H 1.860 0.078 4.782 0.000
H 3.462 0.716 5.153 0.000
H 2.628 0.060 2.292 -0.011
H 4.800 1.888 3.405 0.000
H 4.581 1.423 1.714 -0.001
H 5.051 0.207 2.909 0.000
H 2.745 2.691 4.895 0.000
H 1.430 4.755 4.859 0.000
H 0.011 5.278 2.932 0.000
H -0.474 3.039 0.014 0.121
H 0.603 5.860 0.410 0.000
H -0.187 5.246 -1.048 0.000
H 1.371 4.580 -0.541 -0.002
H -1.611 5.410 1.574 0.001
H -2.218 3.764 1.728 0.001
H -2.328 4.621 0.179 -0.001
H 3.208 3.418 0.678 0.002
H 5.033 3.595 -0.954 0.000
H 5.313 1.883 -2.727 0.002
H 3.700 -0.024 -2.835 0.000
C -3.661 -2.848 -2.913 0.016
C -2.565 -3.466 -2.029 0.001
C -3.223 -4.298 -0.918 0.014
C -1.638 -4.341 -2.882 0.014
C -1.795 -2.379 -1.410 0.206
C -1.188 -1.461 -0.887 0.001
H -4.275 -3.632 -3.360 0.000
H -3.218 -2.255 -3.714 -0.003
H -4.303 -2.198 -2.318 -0.003
H -3.882 -5.048 -1.357 0.000
H -3.812 -3.653 -0.265 -0.001
H -2.472 -4.804 -0.311 -0.001
H -2.224 -5.072 -3.442 0.001
H -0.924 -4.876 -2.255 -0.001
H -1.079 -3.726 -3.587 -0.003
Br -2.838 6.093 -2.634 0.000
C -1.686 4.859 -3.501 0.000
C -1.258 5.090 -4.799 0.000
N -0.456 4.247 -5.437 0.000
C -0.059 3.147 -4.806 0.001
C -0.434 2.841 -3.504 -0.013
C -1.263 3.728 -2.830 0.006
C 0.036 1.563 -2.846 -0.058
O 0.676 0.746 -3.482 0.013
O -0.317 1.475 -1.599 0.131
H -1.561 5.982 -5.335 0.000
H 0.588 2.470 -5.351 0.000
H -1.554 3.533 -1.807 0.001

---

Entry 2:
102
Properties=species:S:1:pos:R:3:mulliken_charge:R:1 method="wB97M-V/def2-TZVPD" max_force_ev_per_a=0.79 orbital_gap_ev=7.23 lumo_ev=2.2 charge=-1 energy_ha=-3378.8928
Mg 0.030 0.035 0.051 5.013
C -2.244 -2.083 -0.513 -1.346
N -1.943 -0.659 -0.737 -0.085
C -2.423 -0.066 -1.993 -1.328
C -1.296 0.579 -2.746 -0.118
N -0.160 0.880 -2.209 0.737
C 0.603 1.440 -3.229 -0.536
C 1.892 1.962 -3.200 -0.368
C 2.407 2.485 -4.373 -0.954
C 1.656 2.504 -5.557 -0.528
C 0.363 2.003 -5.600 -1.012
C -0.140 1.476 -4.415 0.944
N -1.360 0.906 -4.081 0.003
C -0.984 -2.906 -0.437 0.281
N 0.130 -2.488 0.083 0.382
C 1.029 -3.541 -0.077 0.197
C 2.375 -3.630 0.268 -0.564
C 3.049 -4.799 -0.037 -0.749
C 2.406 -5.870 -0.674 -0.387
C 1.067 -5.799 -1.023 -1.113
C 0.400 -4.621 -0.706 0.583
N -0.894 -4.183 -0.936 -0.136
H -2.781 -2.173 0.430 0.432
H -2.885 -2.486 -1.299 0.495
H -2.327 -0.145 0.069 -1.012
H -2.874 -0.826 -2.632 0.510
H -3.188 0.686 -1.793 0.275
H 2.458 1.967 -2.275 0.469
H 3.407 2.899 -4.377 0.431
H 2.095 2.918 -6.457 0.385
H -0.227 2.037 -6.509 0.412
H -2.155 0.802 -4.681 0.220
H 2.875 -2.792 0.740 0.353
H 4.100 -4.888 0.211 0.414
H 2.968 -6.768 -0.904 0.374
H 0.569 -6.621 -1.525 0.390
H -1.637 -4.701 -1.364 0.217
Cl 7.493 -0.396 -1.159 -0.279
C 5.739 -0.457 -1.173 0.187
C 5.074 -1.015 -2.291 -0.579
C 3.715 -1.096 -2.322 -0.666
C 2.896 -0.630 -1.232 0.548
O 1.639 -0.753 -1.257 -1.104
C 3.609 -0.033 -0.135 0.853
C 2.892 0.543 0.966 -0.768
O 1.671 0.619 1.091 -0.385
C 5.018 0.029 -0.127 -0.942
H 5.666 -1.371 -3.126 0.399
H 3.201 -1.518 -3.180 0.440
H 3.521 0.966 1.767 0.235
H 5.524 0.473 0.726 0.384
C 0.324 4.139 2.554 -1.740
C -1.175 3.982 2.241 2.285
C -1.727 2.919 3.209 -1.724
C -1.920 5.299 2.476 -1.906
Si -1.404 3.304 0.481 -0.844
O -0.772 1.873 0.294 0.317
C -3.292 3.269 0.154 0.915
C -4.049 2.179 0.618 -0.011
C -5.408 2.065 0.341 -0.981
C -6.058 3.050 -0.396 -0.609
C -5.335 4.144 -0.859 -0.746
C -3.971 4.243 -0.593 -0.286
C -0.754 4.538 -0.830 1.127
C -0.901 4.139 -2.168 -0.184
C -0.392 4.881 -3.226 -0.592
C 0.276 6.075 -2.972 -0.828
C 0.412 6.515 -1.662 -0.790
C -0.094 5.753 -0.610 -0.703
H 0.462 4.420 3.608 0.490
H 0.809 4.903 1.940 0.258
H 0.851 3.192 2.381 0.230
H -1.544 3.225 4.250 0.582
H -1.238 1.954 3.046 0.019
H -2.807 2.776 3.086 0.257
H -1.781 5.629 3.516 0.490
H -2.995 5.180 2.304 0.299
H -1.569 6.104 1.821 0.229
H -3.561 1.391 1.195 0.286
H -5.960 1.201 0.700 0.479
H -7.117 2.963 -0.613 0.373
H -5.834 4.924 -1.423 0.410
H -3.421 5.095 -0.981 0.371
H -1.435 3.213 -2.380 0.162
H -0.501 4.522 -4.244 0.431
H 0.691 6.654 -3.790 0.362
H 0.918 7.451 -1.455 0.403
H 0.030 6.128 0.400 0.067
O -2.918 -0.602 1.944 -0.979
C -1.783 -0.624 2.479 0.005
O -0.673 -0.509 1.892 -0.618
C -1.714 -0.838 3.981 0.417
C -2.846 -0.654 4.768 -0.350
C -2.781 -0.846 6.143 -0.771
C -1.584 -1.239 6.735 -0.336
C -0.453 -1.427 5.949 -0.731
C -0.518 -1.218 4.577 -0.158
H -3.766 -0.357 4.279 0.453
H -3.662 -0.690 6.757 0.375
H -1.534 -1.395 7.807 0.363
H 0.480 -1.727 6.413 0.384
H 0.354 -1.338 3.944 0.444

---

Entry 3:
98
Properties=species:S:1:pos:R:3:mulliken_charge:R:1 method="wB97M-V/def2-TZVPD" max_force_ev_per_a=4.55 orbital_gap_ev=6.56 lumo_ev=-0.9 energy_ha=-5336.7842
C 5.881 -2.840 0.572 -1.689
C 4.381 -2.456 0.504 2.071
C 3.803 -2.863 -0.872 -1.241
C 3.757 -3.199 1.695 -1.684
C 4.166 -0.924 0.489 -0.140
C 3.108 -0.231 1.164 1.211
O 2.006 -0.815 1.619 -0.561
C 3.249 1.199 1.229 -0.166
C 2.640 2.090 2.341 2.346
C 3.663 3.127 2.826 -1.885
C 2.192 1.290 3.565 -1.562
C 1.499 2.936 1.758 -0.703
C 3.986 1.834 0.232 -0.208
C 4.889 1.150 -0.578 -1.438
C 4.935 -0.230 -0.466 -0.609
H 6.354 -2.358 1.445 0.372
H 5.937 -3.932 0.685 0.453
H 6.451 -2.575 -0.327 0.372
H 3.079 -2.100 -1.262 -0.334
H 4.625 -2.898 -1.620 0.358
H 3.317 -3.848 -0.807 0.333
H 2.731 -2.906 1.935 0.263
H 3.803 -4.278 1.473 0.456
H 4.362 -3.017 2.597 0.376
H 3.972 3.817 2.032 0.335
H 3.188 3.716 3.621 0.496
H 4.569 2.662 3.230 0.387
H 1.407 0.576 3.290 0.074
H 3.057 0.743 3.983 0.343
H 1.796 2.013 4.297 0.440
H 0.657 2.316 1.436 -0.357
H 1.114 3.640 2.514 0.519
H 1.850 3.481 0.868 0.256
H 3.920 2.916 0.120 0.483
H 5.593 1.673 -1.229 0.378
H 5.671 -0.754 -1.091 0.244
O 1.578 -3.584 -3.273 -0.391
C 1.364 -2.443 -3.248 0.176
Co 0.903 -0.795 -3.090 -0.047
C 2.541 -0.152 -3.118 0.464
O 3.631 0.238 -3.165 -0.389
C 0.156 -0.675 -4.670 0.148
O -0.352 -0.640 -5.713 -0.408
C -0.277 -1.303 -1.613 -0.569
C 0.476 -1.150 -0.443 0.667
C 0.977 -1.897 0.622 0.380
C -0.276 -2.668 1.179 -0.404
C -0.698 -3.783 0.417 -0.472
C -2.016 -4.267 0.499 -0.849
C -2.844 -3.778 1.511 -0.574
C -2.406 -2.771 2.373 -0.606
C -1.105 -2.235 2.218 0.246
Co -0.519 0.321 -0.766 -0.509
C -0.527 0.556 0.925 1.020
O -0.668 0.610 2.090 -0.405
C 0.569 1.477 -1.460 -0.047
O 1.286 2.370 -1.694 -0.464
P -2.584 1.061 -0.833 2.445
C -3.428 1.270 0.789 0.378
C -4.408 0.362 1.229 -0.601
C -4.794 0.341 2.575 -0.774
C -4.290 1.299 3.463 -0.674
C -3.360 2.245 3.022 -0.783
C -2.912 2.215 1.700 -0.429
C -2.548 2.685 -1.656 -0.123
C -3.067 3.843 -1.048 -0.541
C -2.878 5.091 -1.649 -0.744
C -2.199 5.188 -2.871 -0.581
C -1.706 4.035 -3.498 -0.649
C -1.870 2.789 -2.888 -0.464
C -3.726 -0.023 -1.757 -0.153
C -4.626 0.490 -2.709 -0.792
C -5.571 -0.358 -3.295 -0.668
C -5.531 -1.739 -3.033 -0.642
C -4.567 -2.264 -2.161 -0.813
C -3.713 -1.403 -1.469 0.254
H -1.032 -2.072 -1.822 0.890
H 1.806 -2.576 0.337 0.441
H -0.016 -4.192 -0.332 0.484
H -2.368 -5.041 -0.194 0.465
H -3.822 -4.237 1.663 0.369
H -3.053 -2.406 3.186 0.456
H -0.774 -1.460 2.911 0.354
H -4.852 -0.345 0.527 0.377
H -5.481 -0.432 2.924 0.466
H -4.613 1.308 4.506 0.370
H -2.959 2.999 3.707 0.386
H -2.163 2.942 1.369 0.433
H -3.612 3.770 -0.106 0.546
H -3.265 5.988 -1.155 0.402
H -2.054 6.166 -3.335 0.380
H -1.184 4.103 -4.455 0.404
H -1.465 1.891 -3.365 0.518
H -4.597 1.554 -2.960 0.399
H -6.335 0.057 -3.959 0.393
H -6.254 -2.404 -3.512 0.378
H -4.486 -3.345 -2.005 0.455
H -3.043 -1.783 -0.689 0.028

---

Entry 4:
107
Properties=species:S:1:pos:R:3:mulliken_charge:R:1 method="wB97M-V/def2-TZVPD" max_force_ev_per_a=4.48 orbital_gap_ev="4.99 / 5.58" lumo_ev="1.6 / 2.1" charge=-1 energy_ha=-8702.6519
Ir 0.176 -0.244 0.022 2.368
C -1.076 -1.306 3.277 -1.896
N -1.662 0.000 3.417 0.586
C -0.737 1.094 3.294 -2.102
P -0.165 1.574 1.545 2.643
C 1.375 2.501 1.862 0.348
C 2.236 2.276 2.932 -0.644
C 3.478 2.886 2.978 -0.534
C 3.878 3.740 1.962 -0.424
C 3.026 3.976 0.891 -0.799
C 1.796 3.350 0.834 -0.567
C -1.305 2.958 1.221 -0.093
C -2.325 2.803 0.292 0.493
C -3.200 3.844 0.045 -0.842
C -3.071 5.037 0.736 -0.779
C -2.068 5.189 1.681 -0.812
C -1.184 4.155 1.922 -0.190
C -3.026 0.183 3.538 1.660
C -3.871 -0.841 3.992 -0.693
C -5.226 -0.642 4.147 -0.541
C -5.808 0.581 3.858 -0.707
C -4.988 1.608 3.425 -0.855
C -3.628 1.422 3.276 -0.564
P -1.046 -1.886 1.475 1.225
C -2.850 -2.102 1.307 0.684
C -3.498 -3.258 1.733 -0.367
C -4.872 -3.362 1.638 -0.948
C -5.615 -2.310 1.130 -0.874
C -4.982 -1.139 0.744 -0.959
C -3.606 -1.037 0.828 0.521
C -0.485 -3.601 1.660 0.733
C 0.426 -4.020 2.626 -0.860
C 0.819 -5.345 2.676 -0.727
C 0.342 -6.257 1.751 -0.795
C -0.526 -5.836 0.758 -0.730
C -0.933 -4.518 0.710 -1.219
H -1.607 -2.045 3.880 0.404
H -0.036 -1.262 3.616 0.868
H 0.177 0.777 3.804 0.565
H -1.137 1.985 3.788 0.598
H 1.969 1.592 3.722 0.165
H 4.140 2.687 3.812 0.366
H 4.854 4.201 2.001 0.389
H 3.336 4.634 0.091 0.398
H 1.148 3.501 -0.016 0.336
H -2.398 1.877 -0.253 -0.046
H -3.967 3.730 -0.704 0.481
H -3.745 5.856 0.536 0.402
H -1.971 6.117 2.229 0.416
H -0.391 4.274 2.650 0.484
H -3.478 -1.819 4.218 0.285
H -5.838 -1.463 4.496 0.407
H -6.873 0.726 3.972 0.388
H -5.415 2.573 3.187 0.402
H -3.033 2.245 2.921 0.387
H -2.926 -4.078 2.144 0.509
H -5.354 -4.276 1.960 0.409
H -6.688 -2.408 1.049 0.404
H -5.556 -0.302 0.374 0.514
H -3.107 -0.133 0.511 -0.094
H 0.830 -3.318 3.338 0.260
H 1.516 -5.670 3.434 0.442
H 0.648 -7.293 1.797 0.371
H -0.862 -6.523 -0.002 0.429
H -1.617 -4.184 -0.060 0.727
O 2.968 -2.262 -0.423 0.159
C 4.322 -1.922 -0.440 -1.757
C 4.502 -0.487 0.084 2.965
C 6.010 -0.144 0.038 -1.385
O 6.295 1.186 0.390 -0.557
C 4.059 -0.350 1.536 -1.366
Se 2.246 -0.953 2.032 -0.078
C 3.781 0.507 -0.828 -1.236
Se 2.082 -0.081 -1.698 -0.405
H 2.718 -2.796 -1.195 0.052
H 4.739 -1.985 -1.455 0.438
H 4.871 -2.613 0.219 0.248
H 6.392 -0.356 -0.972 0.434
H 6.567 -0.772 0.739 0.479
H 5.740 1.757 -0.156 0.396
H 4.133 0.696 1.843 0.224
H 4.722 -0.941 2.172 0.690
H 4.424 0.755 -1.679 0.632
H 3.532 1.416 -0.279 -0.306
F -0.817 3.480 -4.066 -0.316
C -1.452 2.390 -3.582 0.460
F -2.474 2.862 -2.841 -0.199
F -2.021 1.787 -4.642 -0.278
C -0.454 1.440 -2.774 0.298
O 0.098 0.587 -3.452 -0.606
O -0.358 1.725 -1.576 -0.400
O -1.747 -0.842 -1.344 -0.922
C -1.136 -1.793 -1.849 0.351
N 0.015 -2.245 -1.385 -0.489
S 0.607 -3.452 -2.304 0.841
O 1.911 -3.128 -2.842 -0.787
O 0.576 -4.731 -1.638 -0.632
C -0.744 -3.461 -3.497 0.516
C -1.038 -4.281 -4.559 -0.896
C -2.295 -4.157 -5.144 -0.619
C -3.220 -3.240 -4.664 -0.800
C -2.914 -2.416 -3.591 -0.632
C -1.660 -2.542 -3.018 0.195
H -0.315 -4.998 -4.920 0.515
H -2.562 -4.800 -5.971 0.393
H -4.185 -3.156 -5.143 0.430
H -3.616 -1.700 -3.192 0.543